The following is a quantum chemistry calculation of C46H40N11O2SW as an isolated structure, from the OMol25 dataset.

The geometry in XYZ format:
```
101
Properties=species:S:1:pos:R:3:mulliken_charge:R:1
N -2.403 0.015 2.026 1.0735
C -1.574 1.734 -4.139 -0.5973
C 5.710 1.412 -5.310 -0.6344
C 1.545 1.204 -0.594 0.7748
N 5.435 -0.718 -1.431 -0.4737
N 2.647 0.628 -1.096 0.4177
H -5.128 -6.075 -1.111 0.4833
N -1.658 0.171 3.118 -1.3799
H 4.438 1.023 -0.025 0.2722
H -1.179 -1.650 -3.050 0.3483
H 4.043 2.258 -1.246 0.4924
H -2.360 4.418 -2.908 0.2305
N -1.299 -1.495 0.014 0.9250
C -1.852 2.718 -1.786 0.0786
S -1.393 0.147 -4.791 -0.0891
H -2.435 -4.721 1.837 0.5884
H -1.630 5.730 2.790 0.4351
C -4.338 -1.096 1.317 -1.0792
H -5.190 -1.690 1.511 0.6881
H -3.444 -0.310 4.277 0.4383
N 6.012 -1.272 -2.408 -0.5416
C 2.445 2.519 4.064 -1.3152
H -2.626 -2.782 -2.048 0.4184
H 2.223 0.203 6.557 0.5184
C -2.880 -3.502 -1.318 -0.1901
N -2.100 4.042 -2.029 -0.0357
H 2.464 2.594 0.632 0.6540
C 2.719 1.751 5.208 -0.3286
H 4.462 2.531 -3.873 0.3948
H 2.933 -2.154 2.568 0.4483
C 0.047 -3.210 0.947 1.3160
H 1.655 -6.182 1.378 0.3983
C -2.316 -3.650 -0.083 0.7811
C 1.051 -0.804 -1.281 -1.2100
C 2.166 -2.837 2.103 -1.3025
C 2.370 -4.242 2.104 -0.5370
H -4.195 -6.094 1.235 0.4889
H 7.020 0.332 -6.534 0.4698
H 0.424 -1.643 -1.471 0.6859
C 1.003 -2.336 1.549 0.4902
C -3.779 -1.112 3.698 -1.5077
H 5.688 2.182 -5.990 0.4608
H 1.883 3.363 -0.827 0.5290
C 4.045 1.159 -0.992 -1.1351
H -6.313 -0.498 -0.809 0.3361
C -4.323 -0.593 0.036 0.7723
C -2.797 -4.624 0.836 -0.5981
C 6.580 -0.726 -4.735 -0.6531
C -1.683 4.118 1.437 0.0915
C 5.935 -0.496 -3.544 0.4531
C -3.837 -4.414 -1.725 -0.7828
H 0.799 2.900 0.449 -0.4567
C -1.203 -2.753 0.318 -0.1395
H -4.862 -0.568 -1.948 0.3050
H 0.877 -1.264 1.529 0.5713
C -3.807 -5.472 0.466 -0.8308
C 0.793 0.416 4.922 -0.1726
N 0.531 0.353 -0.684 0.8808
C 5.177 0.615 -3.217 1.0857
H 3.665 1.919 5.711 0.3965
H -2.369 6.847 -1.307 0.4263
O -3.509 0.410 -0.240 -0.7784
C -1.735 5.443 1.741 -0.8181
H 7.180 -1.631 -4.842 0.4610
C 1.351 2.155 3.338 0.1257
C -0.544 0.771 2.789 0.3040
H -3.161 -1.976 3.970 0.3110
C 4.992 1.635 -4.190 -0.9052
N 4.922 0.471 -1.850 0.7056
C 6.494 0.312 -5.627 -0.5583
W -1.554 0.356 0.144 0.5542
H -5.391 -2.000 -1.064 0.3986
C 1.545 -5.079 1.402 -0.8802
C -1.698 1.632 -2.759 -0.3453
C -1.789 3.744 0.105 0.2233
C 2.366 -0.643 -1.441 -1.0529
H -1.542 3.369 2.289 0.1821
C -1.983 4.788 -0.856 0.2375
H 3.108 3.393 3.930 0.4347
H -1.512 2.669 -4.728 0.4140
H 3.128 -1.257 -1.916 0.6162
C 0.525 1.069 3.717 0.1012
N -1.679 2.501 -0.453 0.4558
O -0.339 1.115 1.501 0.5970
H -0.120 -5.335 0.308 0.5098
C -5.287 -0.876 -1.001 -1.2845
H -4.310 -4.284 -2.711 0.4069
C -2.039 6.489 0.829 -0.7489
H 0.171 -0.378 5.360 0.4395
C 1.667 2.588 -0.075 -1.1609
C 1.943 0.713 5.673 -1.0816
N -1.576 0.381 -2.276 0.5991
C -4.335 -5.409 -0.861 -0.6541
H -1.998 7.540 1.055 0.4378
C -3.540 -0.736 2.314 1.0781
C -2.082 6.144 -0.544 -1.0547
H 3.232 -4.583 2.659 0.4545
H 1.059 2.732 2.464 0.6022
C -1.371 -0.566 -3.209 -0.4456
C 0.417 -4.573 0.788 -0.9498
H -4.822 -1.417 3.943 0.4409
```

Values from the calculation:
Calculated total energy = -2994.13827 a.u.
Strongest force on any atom = 3.24 eV Å⁻¹
Net charge = +3
Gap between HOMO and LUMO (alpha / beta) = 0.176 / 0.176 hartree
Energy relative to the best compared isomer or geometry (same formula, charge and spin) = 37.3 kcal/mol
HOMO (alpha / beta) = -14.8 / -14.8 eV

***

The following is a quantum chemistry calculation of a 14-piece molecular cluster, C42H84O42 overall, from the OMol25 dataset.

The geometry in XYZ format:
```
168
Properties=species:S:1:pos:R:3:mulliken_charge:R:1
H -7.478 3.178 5.487 0.2866
H -9.090 -0.852 0.455 0.2884
H -8.051 9.797 -2.997 0.2638
O -3.177 9.690 3.101 -0.2978
H -4.958 -1.891 4.185 0.2578
H -3.395 1.711 -6.649 0.2029
H -1.953 3.156 -1.279 0.2960
H -0.604 7.034 1.894 0.3051
H -14.543 7.144 2.839 0.2097
H 4.916 1.149 -5.309 0.2770
C 5.085 3.487 5.526 -0.6296
O -1.538 1.249 -0.328 -0.2993
C -0.157 1.239 -0.284 0.7658
H -8.209 2.610 4.006 0.2971
H -8.798 6.794 0.663 0.2519
C 8.141 -1.200 7.895 0.7326
H 9.000 -4.547 0.220 0.2291
C 0.476 2.462 5.924 -0.7047
C 7.125 -1.316 -4.779 0.7352
H 3.219 -11.503 -8.391 0.2324
H -8.990 4.787 -2.968 0.2626
H -4.434 -0.408 3.607 0.3235
H -5.195 9.720 3.011 0.2396
O -1.573 -8.275 -0.290 -0.3154
O -2.221 1.172 -8.155 -0.3059
H -9.312 4.877 -4.632 0.3030
O -10.568 -3.241 -0.617 -0.5755
H 5.618 -2.006 6.126 0.2673
H -13.642 8.639 3.364 0.2932
O -7.682 6.193 -4.055 -0.2904
C -3.725 -10.044 -0.124 -0.5324
H 5.290 2.607 4.917 0.3132
H -9.062 2.277 5.514 0.2307
H -1.759 2.448 -6.685 0.3061
C 10.483 -0.679 8.278 -0.6385
H -1.995 0.708 -6.221 0.2941
H 0.636 1.384 5.913 0.2972
O -7.461 1.161 5.444 -0.2987
H 0.479 -7.862 0.155 0.3064
H 3.912 -6.403 -5.548 0.3120
C 12.344 1.706 1.440 0.8220
H 10.841 1.599 -0.689 0.2965
H 0.365 -0.762 -10.254 0.2906
H -0.308 2.537 6.677 0.2833
C -2.424 8.609 2.830 0.8102
C 7.242 -9.507 -0.582 -0.6720
H 9.778 -2.642 -4.722 0.2776
H -7.460 -1.533 0.698 0.2555
O 11.066 1.478 1.308 -0.3056
O -1.400 9.015 2.001 -0.2828
O 7.373 -2.058 7.029 -0.2808
O 3.183 -9.758 -7.324 -0.2943
H 14.171 2.505 3.086 0.3088
H 2.235 -6.047 -5.358 0.2487
O 7.661 -0.414 8.767 -0.5687
O -0.636 -9.444 -2.060 -0.5642
H 11.422 -1.198 8.084 0.2547
H -0.614 -6.984 1.067 0.2624
C -4.414 9.478 3.731 -0.6253
O 7.809 -8.429 0.117 -0.2957
H 2.899 -5.606 -6.854 0.2670
C 14.125 1.440 2.857 -0.7067
H 10.381 3.113 0.321 0.2847
H 4.561 -11.312 -7.274 0.2809
H 9.312 -3.452 -6.143 0.2362
H -3.253 2.194 -0.661 0.2558
H 0.288 8.309 1.102 0.2802
C 1.593 -0.482 0.024 -0.6355
C -2.336 1.537 -6.840 -0.6175
C 10.365 2.031 0.192 -0.6214
C 3.892 -10.772 -7.944 -0.6318
H -0.449 -6.551 -0.638 0.2690
H 7.290 -4.789 0.083 0.3507
H -1.229 7.477 0.485 0.2953
H 4.540 -10.368 -8.723 0.3047
C -11.340 7.652 2.431 0.8501
H 5.664 -3.171 7.491 0.2689
H -2.281 3.195 0.409 0.2986
O 8.376 -6.419 0.480 -0.2750
H 6.230 -9.728 -0.246 0.2861
H -3.360 -9.736 0.856 0.2824
H 2.262 0.375 0.105 0.3164
H 5.755 3.515 6.386 0.2452
O 0.032 1.306 -8.223 -0.5838
H -8.676 6.886 2.353 0.2905
O -5.857 -0.379 5.103 -0.2892
H 7.207 -9.392 -1.666 0.3064
O -2.562 -10.132 -1.031 -0.3315
H -12.013 -4.823 0.803 0.2919
O 4.826 -8.242 -7.091 -0.5710
C 3.645 -8.539 -7.017 0.7840
O 13.053 2.325 0.623 -0.5807
C 2.822 2.737 5.790 0.8338
H 4.592 -0.166 -4.136 0.2585
C 5.354 0.336 -4.732 -0.6368
O 1.595 3.233 6.284 -0.2918
C -8.075 2.372 5.061 -0.6323
H 14.433 1.149 3.861 0.2702
H -8.486 10.037 -4.652 0.3147
O -10.860 8.326 3.355 -0.6152
C 8.889 -2.979 -5.257 -0.5847
C -9.167 7.372 1.510 -0.6673
C -2.235 2.517 -0.443 -0.6544
C -8.207 7.323 -4.397 0.7923
C -1.061 0.994 -8.724 0.8347
O 9.450 -1.422 7.591 -0.2682
C -6.249 0.853 4.771 0.7665
O 6.203 -0.511 -5.536 -0.2820
O 3.012 1.705 5.176 -0.5779
H -3.861 -0.854 5.255 0.2661
H 8.326 -3.676 -4.638 0.2910
H -0.258 -0.079 -11.698 0.2387
H 9.383 1.558 0.194 0.2230
H -13.354 7.052 4.136 0.2979
H -4.600 8.496 4.166 0.3244
H 0.690 0.931 -10.585 0.3061
O -9.376 7.515 -4.789 -0.5954
C 8.171 -5.122 0.631 -0.6579
H -11.168 -6.065 -0.130 0.2724
O -1.205 0.456 -9.931 -0.3040
O 7.060 -1.403 -3.544 -0.5612
C -13.605 7.561 3.205 -0.6037
H -8.269 -1.684 -0.805 0.3139
C 2.968 -6.383 -6.092 -0.6346
C -7.685 9.662 -4.015 -0.6296
O -2.706 7.447 3.207 -0.5936
C -0.719 7.954 1.322 -0.6972
O 8.024 -1.862 -5.586 -0.2954
C -11.194 -5.542 0.826 -0.6185
H 10.395 -0.777 9.360 0.3089
H 5.451 -1.493 7.696 0.3351
C 7.354 -7.200 0.044 0.8132
O 0.504 2.280 -0.208 -0.5653
O 12.717 1.294 2.619 -0.2785
H 5.968 0.872 -4.008 0.2843
H 5.367 4.332 4.898 0.2693
H 1.943 -1.084 -0.815 0.2583
H 0.057 2.679 4.941 0.2880
O 6.226 -6.906 -0.421 -0.6011
O 2.655 -7.673 -6.667 -0.2979
H 10.548 0.378 8.019 0.2834
H -7.688 4.276 -4.034 0.2525
O -8.875 -2.919 0.823 -0.2685
C -0.072 0.155 -10.649 -0.6623
H -4.349 -9.212 -0.450 0.2637
H -6.809 10.252 -4.282 0.2398
C -8.497 4.997 -3.918 -0.6107
H 7.915 -10.364 -0.603 0.2708
C -1.483 -9.295 -1.155 0.7741
H -4.525 10.227 4.514 0.2422
O 3.802 3.527 6.150 -0.3265
H 14.831 0.956 2.181 0.2880
O -7.302 8.320 -4.117 -0.3023
C -0.497 -7.387 0.060 -0.6425
O -10.552 7.057 1.597 -0.2969
H 1.759 -1.124 0.889 0.2528
C 6.026 -2.214 7.115 -0.6944
O -5.668 1.623 4.034 -0.5503
O -10.028 -4.737 1.021 -0.3097
C -8.446 -1.713 0.270 -0.6711
H -8.824 8.406 1.532 0.3053
H -4.221 -11.014 -0.076 0.2281
H -11.455 -6.263 1.601 0.2462
C -9.824 -3.630 0.284 0.7749
H 8.013 -4.857 1.677 0.2456
C -4.688 -0.899 4.546 -0.6574
O -12.562 7.322 2.244 -0.3162
O 0.219 -0.093 -0.174 -0.2896
```

Values from the calculation:
Calculated total energy = -4810.56985 a.u.
Strongest force on any atom = 5.40 eV Å⁻¹
Gap between HOMO and LUMO = 0.385 hartree
Energy relative to the best compared isomer or geometry (same formula, charge and spin) = 224.2 kcal/mol
HOMO = -10.5 eV